Entry 1:
CH4NO2S | wB97M-V/def2-TZVPD

ORCA input file:
```
! wB97M-V def2-TZVPD RIJCOSX def2/J DEFGRID3
* xyz -1 1
O 1.184 0.630 1.095
H -1.014 -1.227 1.800
C -1.107 -0.808 0.745
N -0.203 1.152 -0.854
H 0.025 1.092 -1.854
S 0.496 -0.133 0.074
O 1.475 -0.908 -0.729
H 0.207 1.978 -0.389
H -1.063 -1.776 0.112
*
```

Summary:
ΔE to the lowest compared entry with this formula, charge and spin in kJ/mol: 406.89
Gap between HOMO and LUMO in eV: 6.97
Electronic energy in eV: -17520.81016
Strongest force on any atom in eV/A: 2.89
Highest occupied orbital energy in eV: -2.89

***

Entry 2:
CH3FIP | wB97M-V/def2-TZVPD

ORCA input file:
```
! wB97M-V def2-TZVPD RIJCOSX def2/J DEFGRID3
* xyz 0 1
F -2.116 -0.828 0.215
H 0.407 1.088 1.329
H -0.717 -0.999 -1.447
C 0.388 0.588 0.303
H -0.001 1.149 -0.505
I 2.537 0.112 0.053
P -0.498 -1.110 0.051
*
```

Summary:
ΔE to the lowest compared entry with this formula, charge and spin in kJ/mol: 39.41
Gap between HOMO and LUMO in eV: 9.58
Electronic energy in eV: -21192.21994
Strongest force on any atom in eV/A: 1.90
Highest occupied orbital energy in eV: -9.79

***

Entry 3:
C33H26GeIrN4OS | wB97M-V/def2-TZVPD

ORCA input file:
```
! wB97M-V def2-TZVPD RIJCOSX def2/J DEFGRID3
* xyz 1 1
H 4.764 -5.227 -0.440
H 3.369 3.641 1.837
Ir 0.464 -0.826 -1.060
H -4.890 -2.250 2.331
H 0.358 -3.470 2.120
C -0.003 1.939 2.610
C 1.427 3.870 2.720
H -5.446 1.601 -5.268
H 2.285 -4.780 -0.421
C 2.259 -4.165 2.811
N -0.488 0.963 -1.456
C -2.989 -1.825 3.230
C 1.844 -1.912 2.043
H 1.599 4.894 3.026
H 0.427 2.434 -0.184
C 4.057 -2.568 2.762
C -1.676 -1.429 3.015
C -4.234 4.583 -4.219
C -3.438 -1.650 0.873
C -3.209 4.133 -3.407
C -2.990 2.770 -3.263
C 0.979 1.226 1.922
H -0.557 3.795 3.531
C 2.198 1.854 1.659
C 3.182 -1.604 2.276
H -4.120 -1.742 0.037
H -4.407 5.643 -4.334
O 1.201 -2.682 -0.901
C 4.382 -4.241 -0.655
H 5.094 -2.315 2.945
C 2.421 3.166 2.053
C 3.033 -4.033 -0.638
C 0.217 3.254 3.003
H 6.305 -3.313 -0.956
C -1.200 3.064 -1.523
H -1.820 -0.994 -0.352
C -2.128 -1.241 0.672
S 2.539 -0.222 -1.450
C 3.593 -3.847 3.037
C -3.868 -1.936 2.160
H 2.977 1.328 1.123
C -1.458 1.050 -2.347
N -6.957 4.512 -6.414
C 5.234 -3.170 -0.947
C -1.230 -1.122 1.730
H 5.328 -1.075 -1.415
H 3.554 -0.602 2.085
H 4.267 -4.592 3.439
H 1.894 -5.160 3.033
H -0.994 -1.366 3.857
H -3.654 0.792 -3.822
C -6.106 4.141 -5.739
H -2.585 4.857 -2.905
H -3.327 -2.055 4.232
H -0.958 1.476 2.828
C 1.393 -3.206 2.307
H -1.371 4.110 -1.360
N -1.932 2.309 -2.418
C -0.311 2.226 -0.937
Ge 0.600 -0.595 1.340
C -4.816 2.308 -4.747
N 2.538 -2.804 -0.904
C 3.318 -1.751 -1.179
C -3.795 1.857 -3.933
C 4.703 -1.932 -1.205
C -5.041 3.673 -4.893
H -1.806 0.235 -2.956
*
```

Summary:
ΔE to the lowest compared entry with this formula, charge and spin in kJ/mol: 0.00
Gap between HOMO and LUMO in eV: 7.84
Electronic energy in eV: -112835.08523
Strongest force on any atom in eV/A: 0.18
Highest occupied orbital energy in eV: -11.02

***

Entry 4:
C6H8 | wB97M-V/def2-TZVPD

ORCA input file:
```
! wB97M-V def2-TZVPD RIJCOSX def2/J DEFGRID3
* xyz 0 1
C -0.619 0.531 0.985
C -0.377 -0.339 -0.243
H 0.393 -2.012 0.901
H 1.699 -1.043 -1.041
H -0.146 1.421 -1.029
H -1.679 0.812 0.931
H 0.201 -1.239 -2.051
C 0.613 -1.116 -1.046
C -0.185 -1.836 -0.013
C 0.486 2.487 -0.056
H -0.491 -0.031 1.911
C 0.147 1.748 0.908
H -0.883 -2.652 -0.212
H 0.955 3.459 -0.209
*
```

Summary:
ΔE to the lowest compared entry with this formula, charge and spin in kJ/mol: 701.31
Gap between HOMO and LUMO (alpha / beta) in eV: 8.16 / 7.84
Electronic energy in eV: -6343.51524
Strongest force on any atom in eV/A: 2.22
Highest occupied orbital energy (alpha / beta) in eV: -8.26 / -7.81

***

Entry 5:
C2H4AlN2O4 | wB97M-V/def2-TZVPD

ORCA input file:
```
! wB97M-V def2-TZVPD RIJCOSX def2/J DEFGRID3
* xyz 1 1
H -1.335 -3.280 3.365
O -1.079 -0.918 2.575
O 2.743 3.824 -8.403
N -1.194 -2.576 4.076
Al -0.758 -0.538 -3.688
H -1.385 -2.719 5.057
O 0.952 2.796 -7.663
O 2.654 2.887 -6.457
H -0.750 0.347 4.563
N -0.742 -0.638 4.789
H -0.277 -0.957 5.627
C -0.974 -1.365 3.702
C 2.145 3.137 -7.543
*
```

Summary:
ΔE to the lowest compared entry with this formula, charge and spin in kJ/mol: 0.00
Gap between HOMO and LUMO in eV: 4.04
Electronic energy in eV: -19893.92822
Strongest force on any atom in eV/A: 4.88
Highest occupied orbital energy in eV: -11.84

***

Entry 6:
C26H49N8RuSSi | wB97M-V/def2-TZVPD

ORCA input file:
```
! wB97M-V def2-TZVPD RIJCOSX def2/J DEFGRID3
* xyz 2 6
C 1.049 -0.944 3.712
N 4.345 0.932 -1.207
H -2.227 -2.059 1.872
H 4.357 -1.101 0.057
C -1.998 0.429 -2.930
C 4.164 2.073 -1.881
C -1.403 3.138 -0.360
H -2.164 2.735 0.295
H -0.850 5.557 -2.646
H -3.870 -2.435 1.403
H 2.827 2.822 3.192
H -3.468 -3.140 -1.518
H -0.441 -3.503 1.343
N 3.503 -0.599 0.257
H -2.299 -2.331 -3.466
H -1.465 -0.861 4.665
H -2.659 4.674 -1.158
H 1.175 -0.873 -3.223
N 5.163 2.543 -2.611
C -1.676 4.226 -1.175
H 6.041 2.051 -2.634
C -3.258 -0.140 0.206
H 0.847 -1.322 4.720
H -2.580 0.338 0.930
H -0.585 -2.602 -3.785
H -1.475 -1.415 -4.718
H -0.984 -4.143 -2.311
C -0.977 -0.705 -2.751
H 1.626 -1.714 3.196
H -2.241 -0.416 3.148
H 0.716 3.047 4.292
C 0.702 3.061 3.203
H -1.592 -4.473 -0.692
H -4.233 -0.223 0.692
H 2.879 0.080 4.165
H 1.380 4.416 -2.608
C 0.753 3.004 -1.141
H -0.491 1.375 4.899
H -3.368 0.536 -0.638
C 1.878 0.331 3.802
H 1.238 -2.983 -2.594
C -0.673 4.710 -1.999
H -0.049 -5.130 -1.202
C 2.053 2.281 -1.137
C -3.748 -2.130 -1.222
H 2.801 0.714 2.025
H -2.562 -3.461 0.857
N 2.128 1.162 -0.386
C -0.696 -4.253 -1.266
H -4.733 -2.193 -0.756
H 1.458 1.016 4.535
C -2.757 -1.535 -0.203
N 1.949 1.008 2.495
Si -0.975 -1.406 -0.941
C 1.974 2.476 2.595
N -0.211 2.535 -0.333
H -1.918 0.812 -3.949
S -0.844 2.248 2.695
H 1.094 -4.155 0.798
C 0.565 4.087 -1.983
H 2.007 -3.817 -1.262
C 0.431 -3.290 0.726
C -1.342 -0.269 3.749
H 0.679 0.704 -2.615
H 1.969 -2.056 -1.293
Ru 0.209 0.524 0.840
H 5.047 3.394 -3.132
H -1.808 1.261 -2.258
H -3.858 -1.530 -2.123
H -2.194 1.533 4.529
H 0.959 -2.437 1.173
H 2.108 2.863 1.585
N 3.003 2.774 -1.886
H -3.030 0.110 -2.795
C 3.318 0.518 -0.492
C -2.838 -2.428 1.046
H 0.260 0.220 -4.242
H -0.462 -1.658 2.574
C 0.070 -3.027 -0.740
C 0.372 -0.142 -3.219
C 1.392 -2.953 -1.519
H 2.695 -1.177 0.446
C -1.237 1.198 4.128
N -0.201 -0.752 2.958
H 0.617 4.109 2.914
C -1.359 -1.841 -3.718
*
```

Summary:
Gap between HOMO and LUMO (alpha / beta) in eV: 6.85 / 7.21
Electronic energy in eV: -60960.42140
<S²>: 8.757
Strongest force on any atom in eV/A: 0.54
Highest occupied orbital energy (alpha / beta) in eV: -12.61 / -14.64

***

Entry 7:
C5H15N2 | wB97M-V/def2-TZVPD

ORCA input file:
```
! wB97M-V def2-TZVPD RIJCOSX def2/J DEFGRID3
* xyz 1 1
C 2.906 0.198 0.551
H 3.285 1.214 0.789
H -0.578 -0.782 -1.748
H 3.361 -0.541 1.189
H -1.369 2.080 -1.130
H -3.073 2.347 -0.381
C -2.195 0.340 -0.824
H 3.283 0.155 -0.449
H -1.006 -2.337 0.043
H -1.152 -1.028 1.225
H 1.199 0.671 -0.369
N -0.909 -0.385 -0.816
H -1.534 1.817 0.641
H 1.175 -1.761 1.470
C -2.066 1.769 -0.366
H -2.514 0.147 -1.832
H 1.548 -1.776 -0.309
C -0.678 -1.343 0.253
H 0.918 0.625 1.247
C 0.877 -1.271 0.550
H -2.932 -0.290 -0.282
N 1.454 0.152 0.546
*
```

Summary:
ΔE to the lowest compared entry with this formula, charge and spin in kJ/mol: 187.87
Gap between HOMO and LUMO in eV: 9.96
Electronic energy in eV: -8400.72937
Strongest force on any atom in eV/A: 3.68
Highest occupied orbital energy in eV: -13.04

***

Entry 8:
C27H32AuN6O3PS3Se | wB97M-V/def2-TZVPD

ORCA input file:
```
! wB97M-V def2-TZVPD RIJCOSX def2/J DEFGRID3
* xyz 0 1
N -2.137 4.011 0.140
H 4.767 -2.822 -0.115
C 0.215 0.714 1.696
C -2.555 3.997 -1.258
N 0.092 2.126 -2.865
C 0.428 -4.734 -1.669
H 2.723 2.226 -1.641
C 1.537 0.984 1.136
N 1.233 -0.738 4.893
Se 2.924 -1.032 5.368
Au -0.383 1.593 -0.998
H -1.280 -5.091 -2.891
C 2.697 0.660 1.831
H -3.310 4.773 -1.461
P 0.503 -2.463 -0.126
H -3.315 0.140 3.002
C -0.988 -4.398 -2.099
C -2.279 1.516 -1.650
H 3.303 -3.222 -1.029
H -1.046 -3.381 -2.488
H 0.440 -5.760 -1.293
H 2.424 -4.897 -2.474
C 1.425 -4.611 -2.807
H -3.872 4.941 0.939
H 3.659 -1.540 -0.653
C -2.300 0.300 2.670
H 4.082 -4.367 1.835
H -5.068 3.352 -2.065
N 3.585 -0.334 3.868
C 3.926 0.918 1.228
N -0.853 1.006 0.927
H -1.773 6.107 0.281
C -2.752 0.263 -2.003
C -3.089 2.647 -1.666
H -5.951 1.135 -2.699
C -4.417 2.485 -2.050
H -1.349 -0.444 4.451
C 2.750 1.790 -0.653
S -1.245 -2.373 0.760
H 2.470 -4.156 2.543
O 0.899 -3.969 -0.535
H -0.926 5.085 1.458
C 0.063 0.181 2.969
H 1.135 -5.274 -3.624
S 0.807 -1.221 -1.652
C 3.953 1.490 -0.026
H 2.635 -4.822 0.912
N 1.581 1.550 -0.081
S 0.720 3.412 -3.272
H -0.393 5.102 -0.231
H 4.836 0.659 1.753
H -2.094 -0.600 -1.970
C 2.987 -2.695 1.051
H -3.946 3.176 0.797
H -2.952 3.917 2.064
C 2.567 0.042 3.145
C 3.718 -2.559 -0.273
H -2.889 1.001 0.712
H -1.686 -4.492 -1.270
H 1.455 -3.585 -3.173
C -4.085 0.128 -2.379
C -4.914 1.238 -2.405
C -2.075 0.789 1.390
C 3.045 -4.102 1.618
C -1.264 5.139 0.422
C 1.261 -0.183 3.714
C -1.224 -0.019 3.464
C -3.285 4.012 1.029
H -1.678 4.238 -1.862
H -4.466 -0.848 -2.649
H 3.466 -2.024 1.770
O 1.026 4.439 -2.279
O 1.620 -2.224 1.029
H 4.885 1.697 -0.530
*
```

Summary:
ΔE to the lowest compared entry with this formula, charge and spin in kJ/mol: 0.00
Gap between HOMO and LUMO in eV: 5.89
Electronic energy in eV: -154436.54903
Strongest force on any atom in eV/A: 0.09
Highest occupied orbital energy in eV: -7.08